{
  "formula": "C29H54BN5O9P",
  "method": "ωB97M-V with the def2-TZVPD basis set",
  "homo_energy_ev": -10.49,
  "charge": 1,
  "total_energy_ha": -2454.136253,
  "largest_force_ev_per_a": 3.99,
  "gap_ev": 7.724,
  "species": ["C", "C", "C", "C", "C", "N", "O", "B", "O", "O", "P", "C", "C", "C", "C", "C", "O", "C", "C", "C", "C", "C", "C", "C", "O", "H", "H", "H", "H", "H", "H", "H", "H", "H", "H", "H", "H", "H", "H", "H", "H", "H", "H", "H", "H", "H", "H", "H", "H", "H", "H", "C", "O", "N", "C", "C", "H", "H", "H", "H", "H", "H", "H", "C", "O", "N", "C", "C", "H", "H", "H", "H", "H", "H", "H", "C", "O", "N", "C", "C", "H", "H", "H", "H", "H", "H", "H", "C", "O", "N", "C", "C", "H", "H", "H", "H", "H", "H", "H"],
  "coordinates": [[1.78920, 6.97492, 4.35258], [2.06072, 6.43155, 3.28720], [2.29691, 5.81480, 1.84781], [1.92858, 4.27148, 1.87127], [0.55761, 3.80896, 1.14129], [0.65289, 2.35709, 0.67479], [0.94329, 2.52537, -0.67291], [0.17175, 1.64955, -1.53407], [-1.01898, 2.05623, -2.20412], [0.58997, 0.30074, -1.83235], [-0.80684, 1.30052, 0.99303], [-0.60105, 0.32952, 2.58441], [-2.33204, 2.42911, 1.21285], [-2.64378, 2.79016, 2.73823], [1.96398, 1.92615, 1.30217], [2.58122, 0.51834, 0.90529], [3.43208, -0.01705, 1.96315], [2.90319, -1.28008, 2.36994], [2.05050, -1.46296, 3.59980], [1.48106, -2.81269, 3.96011], [1.78372, -3.97781, 3.07143], [2.65918, -3.85410, 1.85600], [3.20969, -2.50213, 1.52750], [2.97376, 3.18601, 1.35567], [3.57502, 3.62749, 0.13036], [1.62024, 7.31874, 5.41138], [1.69430, 6.43394, 1.12121], [3.39926, 5.96499, 1.63768], [1.87742, 4.02323, 2.98363], [0.36327, 4.46768, 0.23544], [-0.20472, 4.06099, 1.93634], [-1.43217, 1.25632, -2.60322], [0.02883, -0.31559, -1.31637], [-0.28757, -0.72141, 2.29657], [-1.63311, 0.21613, 3.06653], [0.05335, 0.80765, 3.36831], [-2.13094, 3.37775, 0.62772], [-3.19608, 1.90568, 0.69129], [-3.55837, 2.21255, 3.06488], [-1.76669, 2.66838, 3.43921], [-2.93850, 3.89305, 2.80532], [1.77283, 1.79375, 2.42442], [3.29547, 0.70077, 0.02750], [1.81571, -0.23874, 0.56796], [1.82900, -0.55974, 4.25281], [0.81641, -2.97218, 4.85055], [1.33909, -4.99503, 3.31718], [2.86121, -4.77668, 1.24193], [3.88389, -2.35413, 0.62528], [3.88687, 2.96865, 2.00397], [3.97754, 2.88816, -0.36855], [-1.77576, 4.28968, -6.83580], [-1.46899, 4.28313, -8.01001], [-0.89917, 4.24273, -5.79553], [-1.34091, 4.25376, -4.41514], [0.52162, 4.17985, -6.07834], [-2.82896, 4.33564, -6.51183], [-0.91298, 5.12589, -3.91250], [-0.99516, 3.34210, -3.92393], [-2.42868, 4.30327, -4.35337], [0.81240, 5.05847, -6.65840], [0.73137, 3.28567, -6.67040], [1.09396, 4.14777, -5.15078], [5.16648, 1.00032, -3.35925], [5.07733, 0.50669, -2.24796], [4.29011, 1.89201, -3.88729], [4.45385, 2.44471, -5.21833], [3.15660, 2.30014, -3.08802], [5.99519, 0.75068, -4.04036], [4.54051, 3.53149, -5.14564], [3.58007, 2.18754, -5.82190], [5.34826, 2.04678, -5.69762], [3.51553, 2.75492, -2.16475], [2.56119, 1.41804, -2.83663], [2.54015, 3.01591, -3.63247], [-0.42714, -7.86104, 3.41653], [0.16800, -7.22898, 4.27239], [-1.53735, -7.44099, 2.75961], [-2.18734, -8.25437, 1.75293], [-2.09280, -6.13727, 3.07350], [-0.09287, -8.86291, 3.10095], [-2.18985, -7.71150, 0.80665], [-3.21587, -8.45081, 2.06598], [-1.66630, -9.20345, 1.62049], [-1.33858, -5.37069, 2.87904], [-2.35805, -6.10771, 4.13353], [-2.97870, -5.94175, 2.46756], [-4.59495, -6.00652, -0.23629], [-3.56408, -5.78399, 0.37659], [-5.74565, -5.29925, -0.11607], [-6.93310, -5.62645, -0.88153], [-5.79024, -4.18095, 0.80660], [-4.66972, -6.83242, -0.96195], [-7.21060, -4.76622, -1.49521], [-7.74801, -5.86190, -0.19321], [-6.75429, -6.48445, -1.52981], [-5.03253, -3.44790, 0.51973], [-5.56734, -4.53743, 1.81479], [-6.77481, -3.71430, 0.79298]],
  "forces_ev_per_angstrom": [[0.4, -1.0, -0.3], [-0.5, 0.3, -0.4], [0.1, 0.7, 1.6], [0.8, -1.4, 0.5], [0.3, 3.3, 1.4], [2.0, 2.4, 2.2], [-1.2, -1.1, -2.3], [-1.7, -2.3, -1.4], [1.8, -0.6, 1.5], [-0.5, 1.6, 1.3], [-2.1, -1.5, -0.5], [-0.4, 0.0, 0.5], [0.7, 0.7, 0.6], [-0.7, 0.9, -0.5], [1.9, -1.2, 2.9], [1.0, 0.7, -1.9], [-2.3, -0.9, 0.0], [-1.1, -3.7, 1.1], [0.5, -1.4, -1.4], [1.9, 0.2, -3.0], [0.7, 1.7, -0.5], [-0.9, 2.8, 2.2], [-1.1, 0.0, 1.5], [0.0, 0.2, -0.7], [-0.8, -0.5, -0.1], [0.3, -0.4, -2.0], [0.7, -0.8, 0.7], [-1.3, -0.3, 0.0], [-0.4, 0.2, -1.4], [0.2, -1.1, 1.1], [0.3, -1.1, -1.2], [0.6, 0.8, 0.2], [0.5, 0.3, -0.5], [0.1, 1.4, 0.5], [1.2, 0.4, -0.9], [-0.6, -0.7, -0.9], [-0.2, -1.1, 0.5], [1.2, 0.5, 0.7], [1.3, 0.5, 0.0], [-1.1, -0.1, -0.8], [0.4, -1.5, -0.1], [-0.2, 0.2, -1.4], [-1.1, -0.4, 0.9], [0.7, 0.9, 0.5], [0.4, -1.3, -0.9], [0.9, 0.4, -1.0], [0.7, 1.5, -0.2], [-0.1, 1.4, 0.7], [-1.0, -0.2, 1.3], [-1.8, 0.0, 0.0], [-0.2, 0.3, 0.7], [0.1, 0.0, 0.0], [0.2, 0.0, 0.3], [-0.5, 0.0, -0.2], [0.4, -0.1, -0.3], [-0.2, 0.0, -0.3], [0.0, 0.0, 0.1], [-0.1, 0.0, 0.2], [-0.1, 0.3, 0.0], [0.1, 0.0, -0.1], [0.2, -0.1, 0.0], [0.1, 0.1, 0.0], [-0.1, 0.0, 0.0], [-0.1, 0.1, -0.1], [-0.3, 0.3, 0.0], [0.5, -0.4, 0.0], [-0.2, 0.1, 0.2], [0.1, -0.3, 0.1], [0.0, 0.0, 0.0], [0.0, 0.0, -0.2], [0.1, 0.1, -0.1], [-0.1, 0.0, 0.1], [-0.2, 0.1, -0.1], [0.0, 0.1, 0.1], [0.2, 0.0, 0.0], [-0.3, 0.1, -0.2], [-0.1, 0.2, -0.2], [0.5, -0.3, 0.2], [0.0, 0.2, 0.0], [0.0, 0.0, 0.3], [-0.1, 0.0, 0.0], [-0.1, -0.2, 0.0], [0.0, -0.1, -0.2], [0.0, 0.1, 0.1], [-0.1, 0.1, 0.0], [0.1, 0.1, 0.0], [0.3, -0.1, 0.1], [-0.3, 0.1, 0.0], [-0.3, 0.3, -0.1], [0.5, -0.4, -0.2], [0.0, 0.2, 0.2], [0.3, -0.1, 0.1], [-0.1, 0.0, 0.0], [-0.1, -0.1, 0.0], [-0.1, 0.0, -0.2], [0.1, 0.1, 0.1], [-0.1, 0.0, 0.1], [0.0, 0.2, 0.0], [0.1, -0.1, -0.1]],
  "lowdin_charge": [0.08, -0.13, -0.12, -0.20, -0.04, -0.30, 0.06, -0.74, 0.11, 0.08, 1.10, -0.24, -0.35, -0.16, -0.15, -0.11, -0.09, -0.24, -0.03, -0.06, -0.07, -0.05, 0.00, -0.22, -0.03, 0.06, 0.12, 0.13, 0.15, 0.16, 0.14, 0.14, 0.10, 0.05, 0.08, 0.05, 0.08, 0.10, 0.08, 0.07, 0.09, 0.16, 0.14, 0.13, 0.10, 0.10, 0.09, 0.10, 0.12, 0.18, 0.08, -0.35, 0.03, -0.20, -0.06, -0.04, 0.13, 0.09, 0.06, 0.09, 0.10, 0.09, 0.06, -0.33, 0.01, -0.19, -0.05, -0.03, 0.14, 0.09, 0.09, 0.09, 0.07, 0.09, 0.08, -0.35, -0.01, -0.19, -0.06, -0.05, 0.13, 0.07, 0.09, 0.08, 0.08, 0.09, 0.06, -0.32, -0.02, -0.20, -0.05, -0.04, 0.14, 0.09, 0.09, 0.09, 0.09, 0.09, 0.09]
}


{
  "formula": "C29H54BrF2NOsSbSi4",
  "method": "ωB97M-V with the def2-TZVPD basis set",
  "homo_energy_ev": [-9.93, -10.38],
  "spin_multiplicity": 5,
  "charge": 1,
  "e_above_lowest_kj_mol": 0.00,
  "total_energy_ha": -5454.518780,
  "largest_force_ev_per_a": 3.13,
  "gap_ev": [6.744, 5.223],
  "species": ["Os", "F", "C", "C", "C", "C", "C", "F", "C", "C", "C", "C", "C", "C", "N", "H", "H", "H", "H", "H", "H", "C", "Si", "C", "C", "Si", "Si", "C", "C", "C", "Si", "C", "C", "C", "H", "H", "H", "H", "H", "H", "H", "H", "H", "H", "H", "H", "H", "H", "H", "H", "H", "H", "H", "H", "H", "H", "H", "H", "H", "H", "H", "Br", "C", "C", "C", "Sb", "C", "C", "C", "C", "C", "C", "H", "H", "H", "H", "H", "H", "H", "H", "H", "H", "H", "H", "H", "H", "H", "H", "H", "H", "H", "H", "H"],
  "coordinates": [[-10.72794, 14.10640, 3.24263], [-5.31608, 12.72129, 3.39660], [-6.61116, 12.53437, 3.73320], [-7.66860, 13.25469, 3.19482], [-9.02397, 13.13414, 3.70650], [-9.22809, 12.18309, 4.78514], [-8.09230, 11.43485, 5.22011], [-8.24714, 10.30174, 5.98425], [-6.82457, 11.62159, 4.76930], [-10.56482, 11.90182, 5.22080], [-10.97360, 10.79742, 5.93639], [-12.32015, 10.55811, 6.20523], [-13.31013, 11.46382, 5.77172], [-12.80858, 12.63317, 5.15023], [-11.53195, 12.75878, 4.70233], [-7.48552, 13.99150, 2.39045], [-5.96061, 11.08256, 5.20228], [-10.22375, 10.09408, 6.25924], [-12.59297, 9.63749, 6.63960], [-14.37335, 11.23649, 5.80233], [-13.46904, 13.49109, 4.90167], [-11.32359, 15.35787, 7.73937], [-9.73733, 15.91237, 6.89837], [-8.29124, 14.74746, 7.22880], [-9.35596, 17.55176, 7.69637], [-10.19075, 16.19909, 4.46957], [-12.18703, 17.78770, 4.34350], [-12.62058, 18.86850, 2.93412], [-12.20189, 18.75995, 5.95426], [-13.58464, 16.57054, 4.34391], [-8.51415, 17.51095, 3.35668], [-8.80358, 19.31315, 3.63900], [-8.41239, 17.18452, 1.47218], [-6.89510, 16.89323, 4.13066], [-11.95700, 14.62275, 7.20408], [-11.97006, 16.22418, 7.93058], [-11.10220, 14.87189, 8.69823], [-8.61087, 13.70087, 7.21127], [-7.91811, 15.00089, 8.19753], [-7.47207, 14.80433, 6.44651], [-9.54405, 17.61394, 8.77348], [-9.93010, 18.36144, 7.18944], [-8.27335, 17.74837, 7.53619], [-13.21013, 19.68737, 3.35475], [-13.29008, 18.27255, 2.31520], [-11.77828, 19.18342, 2.32260], [-11.50918, 19.62585, 5.94950], [-12.05197, 18.10265, 6.81920], [-13.17031, 19.21851, 6.06088], [-14.52643, 17.18678, 4.20133], [-13.57386, 16.26911, 5.44588], [-13.55837, 15.65480, 3.75850], [-9.79548, 19.62243, 3.26096], [-8.00064, 19.92329, 3.22999], [-8.77083, 19.45351, 4.73133], [-9.16295, 16.52360, 1.10647], [-7.45906, 16.68452, 1.31832], [-8.43092, 18.10632, 0.91691], [-6.85727, 17.18096, 5.16318], [-5.96011, 17.35789, 3.80052], [-6.76839, 15.80960, 4.10391], [-11.87743, 15.50766, 1.54309], [-11.00364, 14.33423, -1.78223], [-9.95398, 13.50415, -1.14355], [-8.62013, 14.19121, -0.95987], [-10.70437, 12.67909, 0.95296], [-12.80527, 11.83076, 0.39746], [-13.39319, 10.90082, 1.50969], [-13.79968, 12.94088, 0.08074], [-9.27244, 10.89443, 1.13405], [-8.37810, 10.69667, -0.09581], [-10.01254, 9.56737, 1.36458], [-10.45518, 14.77457, -2.62844], [-11.24638, 15.19360, -1.18744], [-11.84589, 13.75737, -2.09595], [-9.78110, 12.51279, -1.54364], [-8.75556, 15.21434, -0.62616], [-8.06638, 14.17367, -1.91278], [-7.96315, 13.69568, -0.27147], [-12.54774, 11.27173, -0.51152], [-12.85236, 9.95317, 1.51115], [-14.53580, 10.76097, 1.41877], [-13.24444, 11.32952, 2.49035], [-13.99111, 13.60847, 0.91182], [-14.75176, 12.51061, -0.25097], [-13.47692, 13.64617, -0.72618], [-8.68544, 11.17053, 2.02689], [-9.03962, 10.45699, -0.92774], [-7.62569, 9.92459, 0.00010], [-7.82365, 11.58753, -0.35990], [-10.80217, 9.31291, 0.67287], [-10.49019, 9.53805, 2.33003], [-9.35242, 8.75091, 1.35092]],
  "forces_ev_per_angstrom": [[0.1, 1.1, -0.6], [-1.0, 0.1, -0.4], [-0.3, 0.2, 0.9], [-0.9, 0.8, -0.3], [2.4, -1.3, 1.6], [2.1, -0.2, -1.2], [-1.3, -0.9, -0.3], [0.0, 1.2, 0.0], [1.3, 0.2, -0.2], [-2.1, 0.4, -1.0], [-0.2, -0.2, 0.7], [-0.4, 1.2, -1.4], [1.8, 0.4, -0.2], [-0.5, -0.2, -0.9], [-0.4, -0.9, 2.4], [0.0, -0.5, 0.5], [-0.8, 0.2, -0.4], [-0.2, 0.0, 0.1], [-0.3, -0.9, 0.6], [0.3, 0.4, 0.4], [0.4, -0.8, -0.1], [-0.6, -0.7, -0.2], [-0.3, -0.4, -0.4], [0.1, -0.4, -1.9], [0.6, 1.0, -0.9], [-0.1, 1.4, -0.1], [0.8, -1.6, 0.5], [0.3, 0.1, -0.6], [0.5, 0.1, -0.2], [-1.2, 0.3, 2.5], [0.5, -1.2, -0.5], [-0.3, 0.1, 0.8], [0.5, -0.1, 1.2], [0.4, 0.5, -0.1], [0.4, 0.3, 0.0], [0.2, -0.1, 0.1], [0.1, 0.3, 0.0], [0.0, 0.1, 0.2], [0.5, 0.0, 0.7], [-0.8, 0.2, 1.0], [-0.1, -0.3, -0.2], [0.5, -0.4, 0.5], [-0.6, 0.1, 0.1], [0.3, 0.3, -0.2], [0.1, 0.1, -0.2], [-0.2, 0.5, -0.1], [0.0, -0.7, 0.1], [0.1, 0.4, -0.2], [-0.7, 0.1, 0.0], [0.8, -1.0, 0.0], [-0.4, 0.0, -1.1], [0.0, 0.4, -0.2], [0.6, 0.0, 0.2], [-0.1, 0.1, -0.2], [-0.2, 0.2, -0.2], [-0.8, -0.4, -0.3], [0.3, 0.0, -0.2], [0.0, 0.4, -0.3], [-0.4, 0.0, 1.0], [-0.2, -0.1, -0.7], [-0.1, 0.0, -0.2], [-0.5, 0.4, -0.1], [1.4, 0.4, -0.9], [0.1, -1.1, 2.7], [0.0, 0.2, -0.5], [0.4, -1.2, -1.6], [0.1, 0.1, 0.7], [-0.5, 0.2, -0.7], [0.4, 0.9, -1.1], [-0.3, -0.3, -0.1], [-0.6, 1.0, -0.1], [-0.9, 1.2, 0.7], [-0.6, -0.1, -0.4], [-0.5, 0.2, 0.4], [-0.6, -0.1, -0.3], [-0.3, -0.1, -0.5], [0.1, 0.2, 0.0], [-0.3, 0.3, 0.1], [0.2, -0.3, 0.5], [-0.1, 0.0, 0.2], [-0.4, -0.1, 0.0], [1.8, 0.1, -0.2], [0.1, 0.3, 0.4], [-0.1, -0.2, 0.4], [0.1, -0.1, 0.1], [-0.1, -0.8, 0.5], [-0.3, -0.2, -0.4], [0.2, -0.2, -0.3], [-0.1, -0.5, 0.4], [0.1, 0.3, -0.1], [-0.1, 0.3, -0.6], [-0.2, 0.1, 0.6], [1.2, -1.1, -0.1]],
  "mulliken_spin": [2.52, 0.00, -0.01, 0.01, 0.21, 0.07, -0.02, 0.00, 0.08, -0.01, 0.03, 0.02, 0.01, 0.02, 0.01, -0.01, 0.00, 0.00, 0.00, 0.00, -0.01, 0.01, 0.08, 0.00, 0.03, 0.40, 0.08, 0.01, 0.02, 0.02, 0.05, 0.01, 0.01, 0.00, 0.00, 0.00, 0.00, 0.00, 0.00, 0.00, 0.00, -0.01, 0.00, 0.00, 0.00, 0.00, 0.00, 0.00, 0.00, 0.00, 0.00, -0.01, 0.00, 0.00, 0.00, 0.00, 0.00, 0.00, 0.00, 0.00, 0.00, 0.16, 0.00, -0.02, 0.01, 0.12, 0.04, 0.02, 0.00, 0.03, 0.00, 0.01, 0.00, 0.00, 0.00, 0.00, 0.00, 0.00, 0.00, 0.00, 0.00, 0.00, 0.00, 0.00, 0.00, 0.00, -0.01, 0.00, 0.00, 0.00, 0.00, 0.00, 0.00]
}